(1)
# C2H4N4O

A molecular structure, C2H4N4O (ωB97M-V/def2-TZVPD, the OMol25 dataset).

The geometry in ORCA input format:
```
! wB97M-V def2-TZVPD RIJCOSX def2/J DEFGRID3
* xyz 0 1
C 1.92477 -0.33363 -0.84523
C 1.03222 -0.91539 0.07179
N 2.87517 0.15148 -1.27398
N -1.34860 -0.64904 -0.68568
N -0.87311 1.28742 0.76230
N -0.64754 0.08029 0.24705
O -2.35783 -0.09740 -1.08387
H 0.51982 -1.86009 -0.13892
H 1.43406 -0.87271 1.06666
H -1.38677 1.82026 0.14126
H -1.17219 1.38882 1.73862
*
```

The HOMO energy (alpha / beta) is -9.36 / -9.36 eV. As for the LUMO energy (alpha / beta): -0.6 / -0.6 eV.



(2)
# C2H4N4O2

C2H4N4O2 in the gas phase (ωB97M-V/def2-TZVPD, the OMol25 dataset).

The geometry in ORCA input format:
```
! wB97M-V def2-TZVPD RIJCOSX def2/J DEFGRID3
* xyz 0 1
C 1.15340 0.27586 -0.02195
C -0.99946 1.03266 0.13996
H 3.00448 -0.76935 -0.26967
H 3.06941 0.87509 -0.28856
H -2.53778 -1.25764 -0.85458
H -2.48128 -1.54996 0.96643
N 2.56555 0.13376 0.25963
N 0.42457 -0.71622 -0.08437
N -0.95331 -0.25819 0.06699
N -1.88316 -1.25462 0.06329
O -1.73714 2.04359 0.03672
O 0.37471 1.44500 -0.01388
*
```

The HOMO energy is -9.49 eV. As for the LUMO energy: 0.6 eV. As for the SMILES: Nc1nn(N)c(=O)o1.



(3)
# C2H4N4O2

C2H4N4O2 in the gas phase (ωB97M-V/def2-TZVPD, the OMol25 dataset).

The geometry in ORCA input format:
```
! wB97M-V def2-TZVPD RIJCOSX def2/J DEFGRID3
* xyz 0 1
C -1.28665 0.08665 -0.03179
C -0.00282 0.73375 -0.11000
H 2.65041 0.21579 1.06591
H 2.31977 0.79585 -0.48567
H 0.89218 -1.54188 -1.08180
H 1.33428 2.25415 -0.18582
N 2.30827 -0.10536 -0.03920
N 0.94088 -0.27659 0.50241
N 0.47755 -1.55384 -0.03944
N 0.26687 2.00024 -0.21890
O -0.94902 -1.30601 -0.21338
O -2.47784 0.41883 0.22637
*
```

The HOMO energy is -10.07 eV. As for the LUMO energy: -1.0 eV. As for the SMILES: [H]/N=c1/c(=O)o[nH]n1N.



(4)
# C2H4N4O2

C2H4N4O2 in the gas phase (ωB97M-V/def2-TZVPD, the OMol25 dataset).

The geometry in ORCA input format:
```
! wB97M-V def2-TZVPD RIJCOSX def2/J DEFGRID3
* xyz 0 1
C -0.85209 1.19376 0.25111
C -0.49185 -0.64911 -0.69366
H 2.61689 -0.48400 0.40284
H 1.19195 -1.14293 1.14404
H -2.31638 2.26584 0.80046
H 0.28387 -2.18718 -1.39261
N 1.67759 -0.85057 0.26397
N 0.85855 -0.01184 -0.49163
N -1.47983 0.22617 -0.28446
N -0.63325 -1.83973 -1.13069
O 0.45581 1.12014 0.36431
O -1.31126 2.35945 0.76633
*
```

The HOMO energy is -9.58 eV. As for the LUMO energy: 0.5 eV. As for the SMILES: [H]/N=c1/nc(O)on1N.



(5)
# C2H4N4O2

C2H4N4O2 in the gas phase (ωB97M-V/def2-TZVPD, the OMol25 dataset).

The geometry in ORCA input format:
```
! wB97M-V def2-TZVPD RIJCOSX def2/J DEFGRID3
* xyz 0 1
C -0.66811 -0.02587 0.24003
C 1.40486 0.72683 0.02004
H -2.19112 -2.08874 -0.10318
H -3.75522 -0.90714 0.23185
H 1.80955 -0.79175 -1.20363
H 2.82685 0.81267 1.43008
N -2.59284 -1.13948 -0.03583
N -1.79778 -0.16519 0.77031
N 1.10138 0.03285 -1.16254
N 2.70730 0.76859 0.34019
O -0.04531 -0.65673 -0.87147
O 0.16570 0.94321 0.70891
*
```

The HOMO energy is -8.94 eV. As for the LUMO energy: 0.5 eV. As for the SMILES: [H]/N=c1/[nH]o/c(=N\N)o1.



(6)
# C2H4N4O2

C2H4N4O2 in the gas phase (ωB97M-V/def2-TZVPD, the OMol25 dataset).

The geometry in ORCA input format:
```
! wB97M-V def2-TZVPD RIJCOSX def2/J DEFGRID3
* xyz 0 1
C -0.77490 -0.41968 0.09896
C 0.36612 0.43470 -0.04630
H -2.29966 0.37731 1.07529
H -2.79890 -0.82582 -0.15102
H 2.77971 0.47187 -0.47695
H -0.38167 2.15372 -0.32295
N -2.24551 0.01915 0.12229
N -0.31082 -1.58386 -0.32480
N 1.30032 -0.41972 0.40945
N 0.65265 1.63592 -0.35235
O 0.91829 -1.63379 -0.22244
O 2.79437 -0.20979 0.19081
*
```

The HOMO energy is -9.39 eV. As for the LUMO energy: 0.4 eV. As for the SMILES: [H]/N=c1\c(N)non1O.



The calculation returns the following maximum force values, one per record and in order: 5.60; 7.90; 6.60; 2.62; 5.43; 7.29 eV Å⁻¹.